ORCA calculation (ωB97M-V with the def2-TZVPD basis set) on 8 unconnected molecules or ions with the total composition C72H44O16.

Structure (XYZ):
```
132
Properties=species:S:1:pos:R:3:forces:R:3:mulliken_charge:R:1
O -4.534680 0.067444 2.029008 0.00 -0.38 -0.20 -0.58
O 0.525062 7.460724 1.375988 0.13 0.22 0.34 -0.67
O 0.212001 2.141648 -5.359205 0.57 -0.30 0.31 -0.63
O 2.581552 1.988457 -1.835931 -0.39 -0.09 -0.01 -0.46
O 9.736811 0.012533 7.343963 -1.32 0.02 -0.65 -0.54
O 4.506739 0.514839 6.819365 -0.23 0.19 0.00 -0.53
O 0.248418 -8.649534 2.794229 1.68 1.23 -0.18 -0.59
O 3.361726 2.490678 2.674010 0.04 0.23 0.48 -0.64
O 3.657001 -4.390245 2.527378 -0.54 -1.88 -0.27 -0.55
O 1.389784 6.142803 -4.844019 0.25 0.40 -0.97 -0.58
O -0.588007 -3.223135 3.705228 -1.45 1.42 -0.87 -0.55
O -0.453572 2.234307 1.632890 0.41 1.00 0.10 -0.44
O -3.212138 -7.391656 -3.056738 0.12 -1.27 -0.04 -0.66
O 1.427627 -2.478602 1.694735 0.46 0.55 -0.26 -0.25
O -4.891589 0.919569 -4.278914 -1.01 -0.61 0.34 -0.68
O -4.038430 -2.512149 -1.344308 0.04 -0.49 0.15 -0.59
C -1.287915 -6.418909 -1.214940 -0.90 1.48 0.72 -1.13
C -2.550611 -4.362239 -1.291770 0.04 0.24 0.34 -0.29
C -0.659062 0.211711 -1.722820 -1.61 -0.16 0.01 -0.63
C -5.668503 -3.563404 -4.993701 0.12 -1.20 -1.53 -0.83
C 6.445096 -0.538195 6.035940 1.90 1.22 0.16 -0.44
C -4.650022 -5.771835 -4.787301 0.75 -1.17 0.00 -0.88
C 2.753841 0.298543 3.557429 -0.13 -0.12 0.20 -0.38
C 0.673045 -6.370498 3.396119 2.80 0.57 -1.14 -0.11
C 2.369363 -0.453674 0.813673 0.69 1.29 -1.89 -0.04
C -1.345148 1.191862 -3.798388 0.67 0.36 0.36 -0.30
C 0.174045 6.317346 1.543075 -0.40 -0.24 -0.29 0.44
C -0.314633 3.456990 1.607168 -0.75 -0.90 -0.19 0.29
C -1.494014 3.633927 -0.609696 0.72 0.69 -0.08 -0.69
C 3.064014 1.340666 2.517646 -0.13 -2.24 -2.04 0.30
C -0.341693 0.861387 -2.897968 0.25 -0.84 -0.18 -0.61
C -2.753837 -2.929353 2.762035 1.13 -2.84 0.62 -0.24
C 2.508050 2.986971 -2.516289 1.85 0.93 -0.01 0.55
C -4.062722 -5.348004 -3.609576 -0.39 2.26 1.02 0.44
C 5.709451 0.407990 6.914616 -0.16 -0.08 0.51 0.55
C -1.250115 -1.043034 2.882908 1.26 0.76 0.40 0.67
C -1.688698 -3.730210 -0.375423 -0.39 -0.30 -0.56 0.58
C -2.056065 2.507995 -5.816351 -0.69 -1.62 0.08 0.32
C -1.828635 4.391439 -1.734554 -0.56 -2.46 0.52 -0.19
C -5.041322 -3.132416 -3.868744 0.31 0.38 0.28 -0.49
C 0.362097 5.573920 2.840119 0.71 1.24 -0.21 -0.14
C -2.032340 0.091306 -1.408357 0.93 -0.81 0.73 -0.04
C -4.265486 -4.036003 -3.130550 -0.38 -0.28 -0.16 0.33
C 1.292837 5.375002 5.073890 -0.74 0.09 -1.56 -0.99
C -2.355247 -5.675370 -1.748847 0.62 0.98 0.65 0.53
C 1.990250 -1.409340 1.858919 -0.52 0.60 -1.06 -0.17
C 3.254927 -6.724351 1.992350 0.37 -0.76 -0.33 -0.51
C 2.931246 2.990892 -3.960098 -1.91 0.79 -0.98 -0.48
C 7.812269 1.122761 8.035046 -2.29 -0.37 -0.66 -0.39
C 0.253323 4.207659 2.781726 -1.24 -1.28 -1.83 0.82
C -3.685320 -3.574751 -1.828131 0.21 0.65 -0.70 0.39
C -5.448869 -4.904419 -5.439063 -1.65 1.59 -1.33 -0.21
C -0.483828 5.575711 0.383270 -0.51 1.23 -0.71 0.56
C 0.469933 3.409215 3.848233 0.09 0.30 1.98 -0.61
C 6.461566 1.236492 7.946705 0.81 -0.57 -0.47 -0.42
C -2.680064 0.948798 -3.475344 0.13 0.39 -1.26 0.74
C 8.537227 0.199560 7.134131 1.45 0.20 0.82 0.42
C 2.247757 4.359089 -1.912363 0.34 -1.41 -1.17 -0.37
C -0.863453 6.336621 -0.774880 0.80 -1.38 2.14 -0.91
C 2.962304 -5.403822 2.559277 -1.69 1.67 1.53 0.49
C -3.630436 -0.707780 2.221900 0.41 -0.63 0.60 0.33
C 2.475130 3.980480 -4.766068 1.20 0.02 0.20 -0.30
C -3.241513 -6.213897 -2.800235 0.77 -1.16 0.11 0.41
C -1.535092 5.712131 -1.804012 0.65 1.80 0.05 -0.88
C -4.059086 3.357989 -7.550571 2.11 0.22 -0.06 -0.49
C -2.231268 -0.209032 2.513020 -0.02 -0.36 -0.04 -0.11
C 0.829557 6.174362 4.026983 0.05 0.00 -0.16 -0.39
C -3.762182 -2.237205 2.305914 -0.12 1.93 -0.55 -0.42
C 2.967827 0.734777 1.056031 -0.70 -0.56 2.55 -0.90
C 1.043595 -7.708029 2.779572 -0.57 0.49 -0.05 0.35
C 1.938898 5.278328 -4.220006 -1.12 -1.56 1.73 0.26
C 1.033714 4.021803 4.952042 0.68 -1.31 1.42 -0.38
C -4.388842 2.645734 -6.384220 -0.52 0.57 -3.18 -0.67
C -3.750854 1.246912 -4.444564 0.56 1.17 -1.09 0.49
C -0.807095 4.223589 0.451798 0.25 0.68 -0.42 0.34
C -0.408280 -5.737591 -0.372135 0.10 -0.83 -0.22 -0.23
C -3.042352 0.422719 -2.268225 0.09 0.40 0.19 -0.83
C -1.419301 -2.481305 3.168393 0.27 0.14 0.49 -0.49
C -1.737751 3.290446 -6.875643 0.76 1.44 -0.17 -0.38
C 7.793746 -0.494566 6.073783 -1.01 -0.64 -0.25 -0.38
C 2.283785 -0.911767 3.176739 0.69 0.56 2.54 0.10
C 1.588293 -5.322568 3.313228 -1.17 -2.10 0.13 -0.07
C -2.691605 3.679515 -7.793103 -1.24 0.59 0.03 -0.66
C 1.935432 5.370013 -2.703128 0.61 0.42 -0.50 -0.21
C -0.926768 1.933154 -5.020689 -1.54 0.36 0.04 0.57
C -3.386511 2.096832 -5.646798 0.60 -0.28 2.33 0.38
C 2.432001 -7.765868 2.106016 -1.77 -0.65 0.62 -0.49
C -0.525814 -4.401912 -0.027100 -1.03 0.56 0.32 -1.50
H -0.562513 7.364188 -0.774013 -0.10 0.43 -0.21 0.58
H -1.756042 6.337784 -2.645876 -0.32 -0.11 -0.54 0.46
H -2.327018 3.834557 -2.523105 -0.01 0.40 -0.15 0.49
H -0.731347 3.698855 -6.801074 -0.02 -0.18 -0.90 0.41
H -0.308294 -6.383323 3.851262 0.11 0.52 0.22 0.47
H 0.169057 -3.880288 0.609160 0.32 -0.31 0.13 0.85
H 2.199835 -0.640210 -0.259464 0.11 -0.54 0.62 0.39
H -0.251194 -0.644928 3.072955 -0.30 0.06 0.03 0.22
H -2.394764 4.349986 -8.607605 -0.28 -0.45 0.16 0.38
H -5.441191 2.458624 -6.358253 -0.34 -0.57 1.06 0.42
H 0.052256 -0.289116 -1.082430 0.24 0.47 0.11 0.14
H -4.093681 0.353827 -2.038743 -0.02 -0.34 0.18 0.62
H 3.298870 2.110011 -4.485942 0.01 -0.11 0.72 0.37
H 2.602432 3.860673 -5.845101 -0.19 0.33 0.29 0.32
H 0.071243 2.400706 3.880231 0.64 -0.02 -0.15 0.34
H 5.952081 -1.063646 5.236721 -0.45 -0.12 0.11 0.49
H 8.372431 -1.048798 5.355698 0.27 -0.17 -0.05 0.40
H -1.980662 -2.752734 0.045211 0.41 -0.52 -0.53 0.71
H 0.677039 0.991301 -3.214972 0.25 0.13 0.05 0.83
H 2.529693 4.454641 -0.888224 -0.53 0.03 0.80 0.52
H -6.212703 -2.846194 -5.622925 0.08 -0.52 0.34 0.42
H -1.635003 2.578237 -0.567911 -0.37 -0.52 -0.08 0.66
H 3.349759 1.362277 0.290273 -0.08 0.47 -0.66 0.52
H 2.935947 0.518059 4.633458 -0.19 -0.08 -0.91 0.58
H 1.784976 6.353952 -2.292436 -0.09 0.29 -0.04 0.48
H 0.823108 7.244871 4.177358 0.23 0.12 -0.53 0.45
H -5.104823 -2.071324 -3.652766 0.03 -0.19 0.60 0.50
H 2.084753 -1.659008 3.927701 -0.05 -0.07 0.40 0.40
H -2.326547 -0.364145 -0.484031 0.09 -0.19 0.49 0.09
H -4.587888 -2.812641 1.947885 -0.86 0.40 -0.16 0.39
H 5.794812 1.850357 8.572090 0.62 -0.26 -0.25 0.40
H -2.016220 0.865555 2.439188 -0.32 -0.55 -0.16 0.47
H 1.303021 3.366926 5.774717 0.00 0.10 0.14 0.39
H -4.789942 3.649708 -8.299486 -0.11 0.05 0.40 0.40
H -4.428176 -6.760724 -5.224169 -0.19 0.56 0.59 0.42
H -1.294803 -7.481464 -1.304347 0.40 -0.50 -0.46 0.52
H 8.433734 1.592333 8.750751 0.34 0.60 0.66 0.44
H 2.633390 -8.767584 1.717047 0.28 0.42 -0.03 0.38
H 1.348092 -4.405571 3.843075 0.24 0.08 -0.45 0.22
H 0.368632 -6.302337 0.101736 0.53 -0.24 0.02 0.42
H 1.832634 5.817349 5.892829 -0.21 -0.09 0.35 0.44
H -5.925232 -5.249095 -6.364366 0.15 0.32 0.30 0.35
H -2.804090 -4.017671 2.816268 -0.34 0.07 -0.04 0.33
H 4.183776 -6.922978 1.485868 0.37 0.44 -0.11 0.42
```
Positions in Å, forces in eV/Å.

E in a.u.: -3973.72365
SMILES: O=C1c2ccccc2C(=O)c2ccccc21.O=C1c2ccccc2C(=O)c2ccccc21.O=C1c2ccccc2C(=O)c2ccccc21.O=C1C=CC(=O)C=C1.O=C1C=CC(=O)C=C1.O=C1C=CC(=O)C=C1.O=C1C=CC(=O)C=C1.O=C1C=CC(=O)C=C1